No. 1
Entry from the Open Molecules 2025 dataset: a structure of composition C28H35N2STc (ωB97M-V/def2-TZVPD).

net charge = +1
Kohn-Sham gap (spin up / spin down) = 5.67 / 6.56 eV
electronic energy = -45607.610 eV
⟨S²⟩ = 3.847
LUMO (spin up / spin down) = -0.131 / -0.153 Eh
spin multiplicity = 4

Geometry as XYZ:
```
67
Properties=species:S:1:pos:R:3:forces:R:3
C 0.9121 -2.8510 0.1869 -0.063 -0.741 -0.544
C 1.8372 -2.0430 -0.5694 -0.106 -0.004 -0.518
C 1.5041 -2.1695 -1.9616 0.296 -0.936 0.104
C 0.3243 -2.9840 -2.0616 0.979 -0.216 0.450
C -0.0419 -3.4076 -0.7320 0.407 -0.561 0.086
Tc -0.1430 -1.2596 -0.8473 -0.637 2.974 -0.074
C -1.8814 1.2579 -0.6076 -2.563 -1.019 0.280
C -1.7783 0.3953 0.6159 -0.128 -0.693 -0.013
H -1.8259 0.8905 1.5874 0.876 0.003 -0.244
C -1.6168 -1.0436 0.6309 -1.305 0.310 1.557
H -2.5040 -1.6644 0.3768 0.577 0.331 -0.462
H -1.2150 -1.3817 1.6027 -0.543 0.252 -0.183
C -2.7227 2.5195 -0.3974 -0.201 0.035 0.221
H -2.3175 3.1756 0.3747 -0.025 -0.036 -0.144
H -2.7998 3.0862 -1.3313 0.149 -0.100 0.166
H -3.7352 2.2531 -0.1040 -0.103 -0.052 0.096
C -2.6060 0.3975 -1.6697 -0.205 0.018 -0.056
H -2.1030 -0.5762 -1.8638 -0.224 0.310 -0.100
H -3.6007 0.1440 -1.2983 -0.044 0.079 -0.074
H -2.6984 0.9227 -2.6254 0.133 -0.172 0.100
C 2.9403 -1.2146 -0.0072 0.356 0.172 0.089
H 2.7717 -1.0006 1.0557 0.047 -0.042 -0.242
H 3.9073 -1.7267 -0.1008 -0.176 0.049 0.052
H 3.0203 -0.2598 -0.5425 -0.012 -0.221 0.130
C 2.2892 -1.5979 -3.0817 0.271 0.125 -0.214
H 2.6026 -0.5765 -2.8687 -0.034 -0.023 -0.058
H 3.1938 -2.1858 -3.2626 -0.100 -0.084 0.076
H 1.7105 -1.5978 -4.0020 0.106 0.029 -0.049
C -0.4061 -3.3254 -3.3102 -0.268 0.064 -0.260
H -0.2376 -2.5696 -4.0813 -0.064 -0.114 0.052
H -0.0722 -4.2893 -3.7116 0.002 0.117 0.125
H -1.4836 -3.3987 -3.1311 0.139 -0.006 -0.044
C -1.2244 -4.2465 -0.3934 -0.152 -0.431 -0.078
H -2.1290 -3.8702 -0.8851 0.136 -0.086 0.118
H -1.0783 -5.2805 -0.7310 -0.042 0.133 0.136
H -1.3992 -4.2572 0.6858 -0.049 -0.024 -0.196
C 0.9965 -3.0855 1.6579 0.001 0.186 0.167
H 0.2224 -3.7908 1.9779 0.191 0.142 0.030
H 1.9810 -3.4975 1.9250 -0.281 0.021 -0.141
H 0.8730 -2.1559 2.2303 0.078 -0.362 -0.201
C 0.0640 0.5245 -1.8698 -0.057 -1.777 -2.580
C -0.4848 1.6012 -1.0426 4.105 0.148 1.670
C 0.2063 0.7441 -3.2330 -0.165 0.076 0.279
C -0.1914 2.9726 -1.5396 0.061 0.347 -0.215
H 0.3054 1.3877 -0.2217 -1.557 1.299 0.188
C 0.1890 2.0533 -3.7255 0.122 -0.551 -0.895
H 0.2730 -0.0888 -3.9377 0.287 0.326 0.227
C 0.1398 3.1457 -2.8451 -0.352 0.999 0.841
H -0.1956 3.7816 -0.7986 -0.048 -0.204 -0.521
H 0.2753 2.2331 -4.7946 0.022 -0.043 0.184
H 0.3381 4.1539 -3.2069 -0.002 -0.237 -0.025
N 0.0550 -1.2533 4.0494 -0.183 0.100 0.273
C 0.3090 0.0885 3.9851 -0.246 1.092 -0.718
N -0.3112 0.9124 3.1836 -0.004 -1.019 0.274
C 0.1987 2.1965 3.2567 0.542 0.140 0.562
C -0.2178 3.3017 2.4992 0.213 -0.171 0.248
C 0.3926 4.5411 2.7102 -0.067 -0.439 0.066
C 1.3953 4.6837 3.6857 -0.075 -0.333 0.014
C 1.8259 3.5816 4.4368 -0.080 0.132 -0.192
C 1.2413 2.3425 4.2011 -0.236 0.157 -0.374
S 1.6005 0.7786 4.9316 -0.079 0.556 -0.060
H 0.5189 -1.7455 4.7996 -0.343 -0.089 -0.055
H -0.8926 -1.5409 3.8194 0.365 0.100 0.253
H -1.0111 3.1458 1.7667 0.302 0.248 0.280
H 0.0769 5.3971 2.1092 0.139 -0.230 0.283
H 1.8368 5.6641 3.8547 -0.055 -0.268 -0.002
H 2.5962 3.6624 5.1965 -0.031 0.217 -0.141
```
Forces are in eV/Å.

These are the Löwdin partial charges, in e, on atoms 1 to 2: -0.298, -0.305



No. 2
Entry from the Open Molecules 2025 dataset: an isolated molecule of C28H35N3O3S (ωB97M-V/def2-TZVPD).

ΔE to the lowest compared entry with this formula, charge and spin = 0.0 kJ/mol
Kohn-Sham gap = 8.06 eV
electronic energy = -51052.637 eV
LUMO = 0.022 Eh
SMILES = CCOc1ccc([C@@H](c2c(NC(=O)c3ccccc3)sc(C)c2C)N2CCN(CCO)CC2)cc1

Geometry as XYZ:
```
70
Properties=species:S:1:pos:R:3:forces:R:3
C 4.9597 -6.0047 -1.6741 -0.312 0.293 0.152
C 4.2520 -4.8820 -0.9321 0.403 -0.065 0.075
O 2.9069 -4.8617 -1.3666 -0.201 -0.029 -0.084
C 2.0561 -3.9431 -0.8402 -0.229 0.055 -0.017
C 0.7414 -3.9940 -1.3062 0.217 -0.132 -0.048
C -0.2018 -3.1063 -0.8364 0.128 0.051 0.098
C 0.1285 -2.1437 0.1131 0.008 0.016 -0.071
C -0.9027 -1.1252 0.5505 -0.091 -0.131 0.097
C -0.8247 -0.7982 2.0271 -0.096 0.424 -0.122
C -1.0687 0.4443 2.5512 0.133 -0.171 0.465
N -1.4653 1.5643 1.8507 -0.130 0.293 -0.085
C -1.5770 2.7861 2.4271 -0.018 -0.174 -0.182
O -1.3557 2.9654 3.6132 -0.010 0.387 -0.054
C -1.9623 3.8671 1.4803 -0.137 0.293 -0.083
C -2.8530 3.6401 0.4343 0.073 -0.002 0.146
C -3.1648 4.6627 -0.4434 -0.049 0.027 -0.104
C -2.5905 5.9140 -0.2871 -0.044 0.012 -0.052
C -1.7208 6.1502 0.7651 0.033 0.046 -0.004
C -1.4133 5.1338 1.6506 -0.003 -0.164 0.071
S -0.8849 0.5178 4.2666 0.154 -0.878 -0.053
C -0.5485 -1.1854 4.3020 -0.119 0.324 -0.340
C -0.2946 -1.8639 5.6036 -0.022 -0.033 -0.054
C -0.5653 -1.7504 3.0594 0.034 0.079 0.440
C -0.3830 -3.2225 2.8560 0.009 0.050 0.103
N -0.8293 0.0955 -0.2781 -0.123 -0.024 -0.180
C 0.4989 0.6829 -0.3756 0.178 0.365 -0.043
C 0.4113 2.0501 -1.0492 0.133 -0.200 0.157
N -0.1511 1.9098 -2.3808 0.007 0.039 0.013
C -0.1699 3.1675 -3.1135 0.031 -0.020 -0.369
C -0.1777 2.8856 -4.6192 -0.250 0.147 0.229
O 0.8722 2.0241 -4.9700 0.302 -0.220 -0.109
C -1.4653 1.2981 -2.2887 -0.029 -0.307 -0.073
C -1.3647 -0.0691 -1.6167 -0.180 0.170 -0.222
C 1.4372 -2.0985 0.5716 -0.226 -0.047 -0.121
C 2.3948 -2.9844 0.1087 0.300 -0.158 -0.068
H 5.9997 -6.0550 -1.3649 0.110 -0.021 0.018
H 4.9129 -5.8285 -2.7452 0.039 -0.003 -0.105
H 4.4760 -6.9534 -1.4585 -0.001 -0.112 0.017
H 4.7347 -3.9193 -1.1520 -0.094 -0.076 0.082
H 4.2955 -5.0573 0.1521 -0.028 0.089 -0.110
H 0.4857 -4.7437 -2.0382 -0.026 -0.101 -0.089
H -1.2163 -3.1706 -1.2049 -0.111 0.002 -0.030
H -1.9012 -1.5468 0.3584 0.130 0.018 -0.074
H -1.5441 1.3940 0.8453 0.023 0.133 0.099
H -3.3250 2.6734 0.3260 -0.013 -0.077 -0.017
H -3.8603 4.4849 -1.2513 -0.057 -0.012 -0.047
H -2.8307 6.7071 -0.9797 -0.023 0.068 -0.049
H -1.2843 7.1291 0.8956 0.046 0.074 0.011
H -0.7427 5.3005 2.4799 0.052 0.013 0.085
H -0.2567 -1.1284 6.4025 0.039 -0.043 0.175
H 0.6498 -2.4073 5.5806 0.052 -0.028 0.098
H -1.0881 -2.5775 5.8306 -0.016 -0.044 0.094
H 0.6708 -3.4786 2.7486 0.041 -0.138 -0.056
H -0.9027 -3.5586 1.9634 -0.002 -0.158 -0.010
H -0.7759 -3.7626 3.7147 -0.032 -0.101 0.044
H 0.9099 0.8010 0.6282 0.037 -0.023 0.013
H 1.1775 0.0464 -0.9641 -0.042 0.055 0.094
H 1.4182 2.4645 -1.1384 -0.050 0.018 0.036
H -0.1907 2.7386 -0.4300 0.065 -0.020 -0.037
H 0.7487 3.7073 -2.8728 -0.037 0.011 0.006
H -1.0271 3.8021 -2.8364 0.040 -0.003 0.035
H -0.0327 3.8140 -5.1764 -0.100 -0.027 0.063
H -1.1429 2.4519 -4.9222 0.044 0.127 0.012
H 0.9224 1.3592 -4.2681 -0.022 0.052 0.044
H -1.8711 1.1697 -3.2935 -0.041 0.016 0.021
H -2.1572 1.9397 -1.7146 0.020 -0.044 -0.059
H -2.3630 -0.5097 -1.5507 0.035 -0.026 -0.008
H -0.7290 -0.7259 -2.2323 -0.067 0.012 0.018
H 1.7167 -1.3700 1.3182 0.018 0.079 0.111
H 3.3992 -2.9164 0.4967 0.098 -0.028 0.008
```
Forces are in eV/Å.

These are the Löwdin partial charges, in e, on atoms 1 to 2: -0.065, -0.266



No. 3
Entry from the Open Molecules 2025 dataset: a structure of composition C28H35N5P2PbS (ωB97M-V/def2-TZVPD).

ΔE to the lowest compared entry with this formula, charge and spin = 117.1 kJ/mol
net charge = +2
Kohn-Sham gap (spin up / spin down) = 3.89 / 2.92 eV
electronic energy = -71693.203 eV
LUMO (spin up / spin down) = -0.303 / -0.338 Eh

Geometry as XYZ:
```
72
Properties=species:S:1:pos:R:3:forces:R:3
Pb -0.2938 -0.7970 5.7479 -0.480 -0.339 0.451
C -1.3789 1.8998 5.1508 0.337 -0.700 -0.643
C -1.6990 0.9467 4.2251 0.603 0.365 0.656
C -1.0307 0.7594 2.8746 0.213 0.006 -1.024
C 0.3053 -0.1155 2.7142 -0.597 -0.105 -0.622
C 1.4198 0.0415 3.7315 -0.825 0.670 0.814
C 1.6786 1.1768 4.4374 -0.667 -0.626 0.069
C 1.0212 2.5097 4.2027 -0.045 1.033 -0.502
C -0.2848 2.9189 4.9900 0.603 0.568 0.072
C 1.6094 -1.4084 6.8352 -0.152 0.538 0.682
H -1.9297 1.9734 6.0914 -0.168 -0.137 -0.312
H -2.4792 0.2121 4.4487 -0.076 0.591 -0.050
H -0.8276 1.7472 2.4228 -0.253 -0.447 0.268
H -1.7909 0.2614 2.2228 0.628 0.413 0.402
H -0.0197 -1.1826 2.6588 0.442 0.634 0.165
H 0.7323 0.0878 1.7015 -0.455 -0.007 0.582
H 1.9735 -0.8705 3.9527 0.230 0.189 -0.112
H 2.4184 1.1752 5.2414 0.002 -0.246 -0.328
H 0.8278 2.6340 3.1238 0.172 -0.096 0.439
H 1.7812 3.2834 4.4552 -0.529 -0.443 -0.184
H 0.0306 3.3217 5.9768 -0.359 -0.441 -0.458
H -0.7309 3.8005 4.4718 0.370 -0.473 0.230
H 1.5601 -1.3363 7.9105 0.262 -0.096 0.108
H 2.5029 -0.9911 6.3933 0.102 -0.207 -0.071
H 1.2645 -2.3771 6.4972 0.791 -0.721 0.023
P 1.2586 -1.1926 -2.8124 3.550 -0.248 -2.397
P -1.6629 -0.6362 -2.4135 -0.692 2.908 -0.571
N 2.7513 -0.2389 -2.6914 -0.497 0.450 0.728
N 1.9566 -2.4900 -3.8567 -1.006 -0.363 0.603
N -1.8973 1.1344 -2.1867 0.729 -0.657 0.597
N -3.3696 -0.9891 -2.7681 -1.003 -1.214 -0.540
C 0.4441 -0.2031 -4.1600 -0.244 0.009 0.268
C -1.0518 -0.5586 -4.1678 -0.051 -0.366 0.208
C 3.0309 0.4213 -1.4817 0.411 0.208 -0.840
C 4.0316 1.3474 -1.7023 -0.579 -0.487 -0.127
C 4.3877 1.2808 -3.0908 -0.980 -0.815 0.061
C 3.5800 0.3127 -3.6771 0.139 0.413 0.680
C 2.1662 -3.7775 -3.3406 0.294 0.002 -0.904
C 2.6650 -4.5929 -4.3468 -0.336 0.755 0.531
C 2.7409 -3.8053 -5.5399 -0.428 0.968 0.809
C 2.2897 -2.5300 -5.2136 0.142 -0.648 0.033
C -1.7773 1.7094 -0.9144 -0.331 0.677 -0.444
C -1.9590 3.0804 -1.0141 0.100 -1.015 -0.123
C -2.1576 3.3845 -2.3971 0.035 -1.286 -0.226
C -2.0959 2.1800 -3.0922 -0.124 0.591 0.403
C -4.3274 -0.3262 -3.5503 1.630 -0.464 1.157
C -5.3782 -1.1999 -3.8053 -0.416 -2.828 0.696
C -5.0487 -2.4540 -3.1893 -2.022 1.539 -1.716
C -3.8220 -2.3072 -2.5736 1.356 2.363 0.109
H 0.8873 -0.3830 -5.1477 -0.130 0.122 0.400
H 0.6063 0.8561 -3.8986 -0.157 -0.306 -0.068
H -1.6252 0.1384 -4.7928 0.000 -0.281 0.213
H -1.2184 -1.5807 -4.5507 0.164 0.255 -0.066
H 2.4755 0.1419 -0.5962 0.173 0.097 -0.037
H 4.4512 2.0131 -0.9600 0.003 -0.154 -0.102
H 5.1347 1.8866 -3.5862 -0.101 -0.201 0.012
H 3.5353 -0.0402 -4.6999 0.066 0.050 0.241
H 1.9332 -3.9742 -2.3037 0.138 -0.068 -0.097
H 2.9573 -5.6303 -4.2424 -0.110 0.197 0.019
H 3.0982 -4.1287 -6.5108 -0.115 0.125 0.206
H 2.1659 -1.6584 -5.8424 0.187 -0.233 0.062
H -1.5826 1.0704 -0.0650 -0.052 0.117 -0.033
H -1.9638 3.7856 -0.1913 0.069 -0.158 -0.177
H -2.3416 4.3634 -2.8243 0.098 -0.253 0.023
H -2.1707 1.9873 -4.1544 0.021 0.159 0.188
H -4.1923 0.7094 -3.8357 0.033 -0.089 0.053
H -6.2720 -0.9858 -4.3754 0.100 0.032 0.116
H -5.6401 -3.3595 -3.2126 0.023 0.152 0.021
H -3.2060 -2.9917 -2.0062 -0.131 -0.078 -0.057
S -0.4627 0.5945 8.3334 0.303 -0.268 0.869
C -0.0456 0.0400 9.8884 -0.218 0.265 3.040
N 0.0612 -0.0747 11.0821 -0.185 0.101 -4.471
```
Forces are in eV/Å.

These are the Löwdin partial charges, in e, on atoms 1 to 2: 1.319, -0.168



Q: The highest electronic energy belongs to which entry?
A: C28H35N2STc



Q: Among the records above, which one has the highest electronic energy?
A: C28H35N2STc



Q: Which formula does entry 2 have?
A: C28H35N3O3S



Q: What is the electronic energy in the second record?
A: -51052.637 eV